Record 1
DFT (ωB97M-V/def2-TZVPD) results for a single C4H10O2 molecule.

Geometry (Å):
C: 2.00 0.73 -1.00
O: 0.65 0.36 -0.85
C: 0.46 -0.69 0.07
C: -1.04 -0.96 0.15
C: -1.81 0.14 0.90
O: -1.30 1.44 0.73
H: 2.61 -0.12 -1.34
H: 2.05 1.52 -1.75
H: 2.42 1.11 -0.05
H: 0.86 -0.41 1.06
H: 1.00 -1.59 -0.27
H: -1.40 -1.05 -0.88
H: -1.21 -1.92 0.64
H: -2.86 0.11 0.59
H: -1.79 -0.09 1.98
H: -0.65 1.42 0.01

Properties
- Energy relative to the best compared isomer or geometry (same formula, charge and spin): 27.56 kcal per mole
- 2S+1: 1
- Structure (SMILES): COCCCO
- Gap between HOMO and LUMO: 10.81 eV
- Molecular weight: 90.12 g mol⁻¹
- E_tot: -308.85424 Eh

Löwdin population analysis, charges in e, atoms 1 to 4:
1. C -0.10
2. O -0.23
3. C -0.24
4. C -0.15


Record 2
DFT (ωB97M-V/def2-TZVPD) results for a molecular structure, C4H10O2 at a distorted geometry.

Geometry (Å):
C: -1.19 -1.10 -0.61
C: -0.15 0.13 0.44
C: -0.81 1.45 0.12
O: -0.05 -0.28 1.61
C: 0.54 -0.50 -0.63
O: 2.36 0.34 0.69
H: -1.00 -2.12 -0.30
H: -2.06 -0.76 0.00
H: -1.44 -0.95 -1.64
H: -1.04 1.62 -0.94
H: -1.70 1.57 0.72
H: -0.07 2.20 0.43
H: 1.64 0.11 1.32
H: 1.14 -1.39 -0.43
H: 0.85 0.04 -1.54
H: 2.99 -0.37 0.78

Properties
- Energy relative to the best compared isomer or geometry (same formula, charge and spin): 65.91 kcal per mole
- 2S+1: 1
- Gap between HOMO and LUMO: 10.04 eV
- Molecular weight: 90.12 g mol⁻¹
- E_tot: -308.79312 Eh

Löwdin population analysis, charges in e, atoms 1 to 4:
1. C 0.01
2. C -0.72
3. C -0.01
4. O -0.03


Record 3
DFT (ωB97M-V/def2-TZVPD) results for a single C4H10O2 molecule at a distorted geometry.

Geometry (Å):
O: -2.66 -0.86 0.97
C: -1.86 -0.38 -0.11
C: -0.57 0.18 0.43
C: 0.49 0.07 -0.63
C: 1.74 0.83 -0.11
O: 2.90 0.24 -0.53
H: -2.35 -1.18 1.74
H: -1.64 -1.19 -0.95
H: -2.70 0.28 -0.53
H: -0.98 1.12 0.85
H: -0.15 -0.33 1.24
H: 0.17 0.52 -1.62
H: 0.93 -0.94 -0.97
H: 1.64 0.82 0.97
H: 1.63 1.91 -0.39
H: 2.75 -0.30 -1.30

Properties
- Energy relative to the best compared isomer or geometry (same formula, charge and spin): 59.02 kcal per mole
- 2S+1: 1
- Structure (SMILES): OCCCCO
- Gap between HOMO and LUMO: 10.94 eV
- Molecular weight: 90.12 g mol⁻¹
- E_tot: -308.80410 Eh

Löwdin population analysis, charges in e, atoms 1 to 4:
1. O -0.06
2. C -0.28
3. C -0.22
4. C -0.21


Record 4
DFT (ωB97M-V/def2-TZVPD) results for 2 unconnected molecules or ions with the total composition C4H10O2.

Geometry (Å):
C: -2.18 1.22 -0.33
C: -0.89 0.88 0.36
C: 0.22 0.55 -0.30
O: 1.40 0.31 0.35
C: 2.27 -0.57 -0.36
H: -3.00 0.58 0.02
H: -2.09 1.11 -1.41
H: -2.48 2.26 -0.12
H: -0.85 0.94 1.45
H: 0.26 0.49 -1.39
H: 1.87 -1.59 -0.35
H: 2.43 -0.23 -1.39
H: 3.23 -0.54 0.17
O: -0.03 -2.21 1.13
H: -0.67 -1.69 0.63
H: 0.51 -1.52 1.53

Properties
- Energy relative to the best compared isomer or geometry (same formula, charge and spin): 33.92 kcal per mole
- 2S+1: 1
- Structure (SMILES): C/C=C/OC.O
- Gap between HOMO and LUMO: 9.93 eV
- Molecular weight: 90.12 g mol⁻¹
- E_tot: -308.84411 Eh

Löwdin population analysis, charges in e, atoms 1 to 4:
1. C -0.11
2. C -0.15
3. C -0.21
4. O -0.16


Record 5
DFT (ωB97M-V/def2-TZVPD) results for a molecular structure, C4H10O2 at a distorted geometry.

Geometry (Å):
C: -0.12 -0.03 0.06
C: 0.77 -0.88 -0.64
C: -0.05 1.47 -0.02
C: -1.08 -0.60 1.05
O: -0.90 -0.61 -1.62
O: 1.75 -0.44 0.87
H: -0.85 0.12 -2.25
H: 2.45 0.17 0.61
H: 0.73 -1.95 -0.46
H: 1.42 -0.56 -1.44
H: -0.80 -0.27 2.05
H: -1.03 1.87 -0.29
H: 0.20 1.87 0.96
H: 0.70 1.80 -0.74
H: -2.09 -0.26 0.82
H: -1.08 -1.69 1.03

Properties
- Energy relative to the best compared isomer or geometry (same formula, charge and spin): 94.31 kcal per mole
- 2S+1: 1
- Gap between HOMO and LUMO: 9.71 eV
- Molecular weight: 90.12 g mol⁻¹
- E_tot: -308.74787 Eh

Löwdin population analysis, charges in e, atoms 1 to 4:
1. C -0.40
2. C -0.04
3. C -0.03
4. C -0.02


Record 6
DFT (ωB97M-V/def2-TZVPD) results for a single C4H10O2 molecule.

Geometry (Å):
C: -2.17 -0.60 -0.04
C: -1.00 0.26 0.44
C: 0.34 -0.31 0.01
O: 0.30 -0.51 -1.39
C: 1.49 0.63 0.36
O: 2.64 0.16 -0.34
H: -3.13 -0.09 0.09
H: -2.04 -0.82 -1.11
H: -2.22 -1.55 0.49
H: -1.10 1.27 0.03
H: -1.02 0.35 1.53
H: 0.51 -1.28 0.52
H: 1.23 -0.66 -1.65
H: 1.66 0.63 1.44
H: 1.23 1.65 0.04
H: 3.27 0.88 -0.42

Properties
- Energy relative to the best compared isomer or geometry (same formula, charge and spin): 14.45 kcal per mole
- 2S+1: 1
- Structure (SMILES): CC[C@@H](O)CO
- Gap between HOMO and LUMO: 10.92 eV
- Molecular weight: 90.12 g mol⁻¹
- E_tot: -308.87513 Eh

Löwdin population analysis, charges in e, atoms 1 to 4:
1. C -0.10
2. C -0.21
3. C -0.41
4. O -0.03


Record 7
DFT (ωB97M-V/def2-TZVPD) results for 2 unconnected molecules or ions with the total composition C4H10O2 at a distorted geometry.

Geometry (Å):
C: -2.41 -0.30 -0.52
C: -1.98 0.86 -0.06
O: -1.50 1.93 -0.79
H: -3.09 -0.92 0.06
H: -2.17 -0.67 -1.51
H: -2.30 1.25 0.90
H: -1.26 1.61 -1.66
C: 1.98 -1.17 -0.07
C: 1.75 -0.06 0.95
O: 0.95 0.97 0.31
H: 1.55 -2.13 0.26
H: 3.04 -1.38 -0.22
H: 1.51 -0.94 -1.03
H: 1.27 -0.28 1.90
H: 2.68 0.44 1.20
H: -0.01 0.79 0.28

Properties
- Energy relative to the best compared isomer or geometry (same formula, charge and spin): 50.40 kcal per mole
- 2S+1: 1
- Structure (SMILES): C=CO.CCO
- Gap between HOMO and LUMO: 10.49 eV
- Molecular weight: 90.12 g mol⁻¹
- E_tot: -308.81784 Eh

Löwdin population analysis, charges in e, atoms 1 to 4:
1. C 0.02
2. C -0.30
3. O 0.00
4. H 0.06


Record 8
DFT (ωB97M-V/def2-TZVPD) results for 2 unconnected molecules or ions with the total composition C4H10O2.

Geometry (Å):
C: 1.64 1.21 -0.30
O: 0.80 0.24 0.28
C: 0.19 -0.59 -0.68
C: -0.26 -1.88 -0.03
C: -1.97 0.73 -0.82
O: -1.47 1.76 -0.16
H: 2.46 0.73 -0.86
H: 1.08 1.88 -0.97
H: 2.08 1.80 0.51
H: 0.87 -0.77 -1.52
H: 0.59 -2.54 0.16
H: -0.97 -2.39 -0.68
H: -0.75 -1.69 0.94
H: -0.65 -0.06 -1.22
H: -2.24 -0.07 -0.08
H: -1.35 1.61 0.79

Properties
- Energy relative to the best compared isomer or geometry (same formula, charge and spin): 104.20 kcal per mole
- 2S+1: 1
- Gap between HOMO and LUMO: 9.22 eV
- Molecular weight: 90.12 g mol⁻¹
- E_tot: -308.73210 Eh

Löwdin population analysis, charges in e, atoms 1 to 4:
1. C -0.10
2. O -0.19
3. C -0.33
4. C -0.07


Record 9
DFT (ωB97M-V/def2-TZVPD) results for a single C4H10O2 molecule at a distorted geometry.

Geometry (Å):
C: 1.84 0.70 0.15
O: 0.50 1.08 0.26
C: -0.24 0.06 -0.30
C: 0.39 -1.60 0.31
C: -1.73 0.37 -0.02
O: -2.32 1.40 -0.81
H: 2.19 0.75 -0.90
H: 2.44 1.34 0.80
H: 1.76 -0.38 0.40
H: -0.06 -0.01 -1.39
H: 1.39 -2.04 0.65
H: 0.17 -2.23 -0.54
H: -0.23 -1.81 1.17
H: -2.32 -0.51 -0.26
H: -1.85 0.61 1.04
H: -1.95 2.26 -0.56

Properties
- Energy relative to the best compared isomer or geometry (same formula, charge and spin): 74.10 kcal per mole
- 2S+1: 1
- Structure (SMILES): CO[C@@H](C)CO
- Gap between HOMO and LUMO: 10.88 eV
- Molecular weight: 90.12 g mol⁻¹
- E_tot: -308.78007 Eh

Löwdin population analysis, charges in e, atoms 1 to 4:
1. C -0.11
2. O -0.16
3. C -0.27
4. C -0.03


Record 10
DFT (ωB97M-V/def2-TZVPD) results for a molecular structure, C4H10O2.

Geometry (Å):
C: -1.52 -0.78 0.19
C: -0.44 0.24 -0.17
C: 0.62 -0.33 -1.09
O: 1.76 0.33 -1.27
C: 0.21 0.89 1.06
O: 0.99 2.00 0.73
H: -1.91 -1.29 -0.70
H: -1.13 -1.54 0.87
H: -2.36 -0.29 0.69
H: -0.88 1.06 -0.77
H: 0.21 -0.89 -1.95
H: 0.96 -1.50 -0.34
H: 1.67 -0.90 -0.59
H: -0.57 1.22 1.75
H: 0.79 0.11 1.58
H: 1.58 1.69 0.02

Properties
- Energy relative to the best compared isomer or geometry (same formula, charge and spin): 102.72 kcal per mole
- 2S+1: 1
- Gap between HOMO and LUMO: 10.34 eV
- Molecular weight: 90.12 g mol⁻¹
- E_tot: -308.73446 Eh

Löwdin population analysis, charges in e, atoms 1 to 4:
1. C -0.07
2. C -0.35
3. C -0.36
4. O -0.17


- Which of these has the highest E_tot?
  number 8


- energy relative to the best compared isomer or geometry (same formula, charge and spin) of number 10 (C4H10O2)?
  102.72 kcal per mole


Repeat the ninth record exactly.
DFT (ωB97M-V/def2-TZVPD) results for a single C4H10O2 molecule at a distorted geometry.

Geometry (Å):
C: 1.84 0.70 0.15
O: 0.50 1.08 0.26
C: -0.24 0.06 -0.30
C: 0.39 -1.60 0.31
C: -1.73 0.37 -0.02
O: -2.32 1.40 -0.81
H: 2.19 0.75 -0.90
H: 2.44 1.34 0.80
H: 1.76 -0.38 0.40
H: -0.06 -0.01 -1.39
H: 1.39 -2.04 0.65
H: 0.17 -2.23 -0.54
H: -0.23 -1.81 1.17
H: -2.32 -0.51 -0.26
H: -1.85 0.61 1.04
H: -1.95 2.26 -0.56

Properties
- Energy relative to the best compared isomer or geometry (same formula, charge and spin): 74.10 kcal per mole
- 2S+1: 1
- Structure (SMILES): CO[C@@H](C)CO
- Gap between HOMO and LUMO: 10.88 eV
- Molecular weight: 90.12 g mol⁻¹
- E_tot: -308.78007 Eh

Löwdin population analysis, charges in e, atoms 1 to 4:
1. C -0.11
2. O -0.16
3. C -0.27
4. C -0.03